## P
55
Properties=species:S:1:pos:R:3 method="wB97M-V/def2-TZVPD" homo_ev=-12.037 orbital_gap_ev=9.4490 multiplicity=1 charge=+1
C 0.863 0.656 -0.022
O 0.636 1.346 -1.248
C -0.478 0.149 0.555
C -0.565 -0.105 2.082
C 0.772 -0.255 2.820
C 2.949 -0.911 1.895
C 1.682 -1.216 2.097
N -1.459 1.150 0.106
H 1.487 -0.162 -0.260
H 1.253 1.412 0.726
H 1.417 1.894 -1.473
H -0.656 -0.889 0.150
H -1.188 -0.913 2.352
H -1.137 0.601 2.712
H 0.680 -0.597 3.892
H 1.235 0.744 2.886
H 3.743 -1.434 1.370
H 3.515 -0.033 2.202
H 1.152 -2.026 1.648
H -1.128 1.704 -0.742
H -1.576 1.896 0.805
H -2.416 0.787 -0.064
H 4.573 -1.078 -1.199
H 4.806 -1.665 0.137
O 4.530 -0.811 -0.255
H -1.954 -2.216 2.583
H -1.219 -3.532 1.808
O -1.502 -2.575 1.814
H -2.719 4.098 -2.423
H -2.799 2.555 -2.978
O -2.305 3.246 -2.543
H -4.332 1.140 0.837
H -3.553 1.640 1.964
O -3.734 1.875 1.043
H -2.963 -1.417 0.411
H -3.736 -1.428 -0.837
O -3.374 -0.778 -0.193
H -0.079 -2.372 -0.651
H 0.868 -2.530 -1.875
O 0.587 -2.937 -1.049
H -0.754 4.539 2.424
H -1.785 3.498 1.866
O -0.858 3.700 1.978
H 1.194 -0.482 -2.779
H 2.687 -0.678 -3.246
O 1.833 -1.105 -3.147
H 2.255 4.358 -1.795
H 1.071 3.671 -2.620
O 1.982 3.613 -2.329
H 0.834 -3.650 1.092
H 0.577 -5.004 0.297
O 0.326 -4.454 1.038
H -0.124 -0.453 -5.078
H -0.437 -1.752 -4.404
O -0.674 -0.814 -4.380



## Q
55
Properties=species:S:1:pos:R:3 method="wB97M-V/def2-TZVPD" homo_ev=-10.428 orbital_gap_ev=8.0639 multiplicity=1 charge=+1
C -2.788 0.880 1.806
C -2.673 -0.149 2.847
C -1.985 -1.506 2.290
C -0.543 -1.124 1.899
C 0.444 -1.219 2.765
C -1.329 -0.746 -0.483
N -0.334 -0.696 0.572
H -1.949 1.491 1.499
H -3.054 0.475 0.842
H -3.616 1.564 2.013
H -1.930 0.239 3.629
H -3.625 -0.390 3.339
H -1.881 -2.262 3.079
H -2.461 -2.130 1.581
H 1.501 -0.862 2.483
H 0.217 -1.444 3.831
H -1.079 0.024 -1.210
H -2.509 -0.740 -0.144
H 0.523 -0.248 0.327
H 1.626 0.129 -2.644
H 0.190 0.623 -3.057
O 0.978 -0.092 -3.312
H 0.964 -1.417 -2.845
H 1.886 -2.553 -1.890
O 1.002 -2.449 -2.427
H 1.793 2.687 -1.416
H 0.636 2.753 -2.671
O 1.358 2.267 -2.240
H -0.953 1.913 -4.430
H -2.063 1.411 -3.548
O -1.176 1.517 -3.621
H 3.469 1.893 -0.948
H 3.249 1.327 0.538
O 3.042 1.203 -0.353
H -0.179 4.734 -3.128
H -1.570 4.267 -2.748
O -0.605 4.093 -2.630
H 3.641 -1.157 4.184
H 2.384 -0.832 4.936
O 2.890 -0.590 4.161
H -1.533 -2.847 -0.637
H 0.058 -2.417 -1.693
O -1.135 -2.038 -1.172
H -0.858 3.526 -0.380
H -0.544 2.291 -1.063
O -1.273 2.630 -0.472
H 3.273 -1.428 -0.870
H 4.115 -1.389 -2.143
O 3.453 -1.895 -1.697
H 1.911 1.468 2.811
H 3.427 0.879 3.010
O 2.783 1.283 2.333
H -3.072 -4.082 -0.687
H -1.761 -4.782 -0.170
O -2.336 -4.083 -0.048



In terms of stability, P leads; the second structure lies 0.233 eV higher.



## P
15
Properties=species:S:1:pos:R:3 method="wB97M-V/def2-TZVPD" homo_ev=-8.422 orbital_gap_ev=9.0362 multiplicity=1 smiles="CC(Cl)=C=N.C=C"
C 0.710 -1.120 1.030
C -1.825 0.796 -0.855
C 1.543 0.894 -0.282
C -1.560 -0.148 -0.027
C 1.070 -0.506 -0.067
N 0.760 -1.705 2.111
Cl 1.119 -1.351 -1.600
H 0.102 -1.747 2.820
H -1.922 1.890 -0.784
H -1.913 0.587 -1.949
H 0.748 1.342 -1.051
H 1.452 1.527 0.674
H 2.563 0.961 -0.612
H -1.530 -1.179 -0.372
H -1.316 -0.242 0.964



## Q
15
Properties=species:S:1:pos:R:3 method="wB97M-V/def2-TZVPD" homo_ev=-8.458 orbital_gap_ev=9.3821 multiplicity=1 smiles="CCC=C=NCCl"
C -0.123 -1.182 -0.389
C 0.342 -0.694 0.714
C -1.848 -1.079 -2.143
C 0.929 1.560 1.538
C 1.466 0.314 0.745
N -0.632 -1.551 -1.377
Cl -2.684 0.451 -1.616
H -0.075 -1.190 1.581
H -2.618 -1.812 -2.280
H 0.499 1.170 2.502
H 0.103 2.045 1.046
H 1.853 2.208 1.554
H 2.292 0.009 1.383
H 1.985 0.631 -0.171
H -1.488 -0.880 -3.088



In terms of stability, Q leads; the second structure lies 1.562 eV higher.



## P
7
Properties=species:S:1:pos:R:3 method="wB97M-V/def2-TZVPD" homo_ev="-10.867 / -7.280" orbital_gap_ev="10.4932 / 6.6453" multiplicity=1
N 1.357 -0.428 0.442
Si -1.902 0.118 -0.294
Cl -3.299 -1.167 0.221
Cl -2.569 1.951 0.160
H 1.747 -0.584 1.386
H 1.140 -1.254 -0.119
H -1.056 -0.252 -1.477



## Q
7
Properties=species:S:1:pos:R:3 method="wB97M-V/def2-TZVPD" homo_ev=-10.515 orbital_gap_ev=11.1383 multiplicity=1 smiles=N[SiH](Cl)Cl
N 0.997 0.080 0.487
Si -0.448 -0.231 -0.336
Cl -1.368 -1.916 0.031
Cl -1.750 1.577 0.227
H 1.715 0.484 -0.138
H 1.106 0.531 1.412
H -0.253 -0.525 -1.682



In terms of stability, Q leads; the second structure lies 4.495 eV higher.



## P
21
Properties=species:S:1:pos:R:3 method="wB97M-V/def2-TZVPD" homo_ev="-13.460 / -13.460" orbital_gap_ev="9.5283 / 4.2219" multiplicity=2 charge=+1
N 0.121 -0.229 -0.290
C -0.950 0.686 -0.968
C -1.632 -0.052 -2.118
C -2.100 1.148 -0.097
N -1.649 1.983 0.964
H 0.458 0.292 0.579
H 0.843 -0.037 -0.931
H -0.510 1.596 -1.230
H -2.024 0.577 -2.867
H -0.800 -0.677 -2.564
H -2.564 -0.680 -1.884
H -2.629 0.338 0.356
H -2.763 1.643 -0.802
H -1.051 1.529 1.688
H -2.353 2.458 1.572
H 4.911 -3.407 1.175
H 3.801 -4.335 1.282
O 4.137 -3.627 0.703
H 2.524 0.109 1.035
H 1.680 0.341 2.428
O 2.548 0.344 1.970



## Q
21
Properties=species:S:1:pos:R:3 method="wB97M-V/def2-TZVPD" homo_ev="-13.038 / -12.935" orbital_gap_ev="10.1409 / 4.9369" multiplicity=2 charge=+1
C -1.695 0.672 -1.097
C -0.621 -0.380 -1.150
C -0.689 -1.561 -0.300
N 0.542 -2.512 -0.085
N -0.993 1.972 -1.460
H -2.415 0.401 -1.842
H -2.053 0.812 -0.087
H -0.284 -0.765 -2.157
H 0.411 0.105 -0.868
H -1.414 -2.323 -0.482
H -1.047 -1.230 0.748
H 0.803 -3.230 -0.789
H 1.285 -2.033 0.423
H -1.065 2.676 -0.797
H -1.307 2.321 -2.376
H 1.961 -0.008 1.319
H 1.734 -0.443 2.663
O 1.892 -0.789 1.814
H 0.277 2.606 1.322
H 1.496 2.556 2.052
O 0.959 2.034 1.558



## R
21
Properties=species:S:1:pos:R:3 method="wB97M-V/def2-TZVPD" homo_ev="-14.377 / -14.319" orbital_gap_ev="11.5297 / 6.6468" multiplicity=2 charge=+1
N 0.165 -0.369 -1.593
C 1.171 -0.523 -0.566
C 0.669 -1.446 0.566
N -0.158 -0.662 1.459
C -1.496 -1.058 1.752
H -0.731 -0.662 -1.225
H 0.361 -0.934 -2.408
H 2.092 -0.906 -0.998
H 1.388 0.462 -0.147
H 0.041 -2.218 0.138
H 1.478 -1.955 1.099
H -0.093 0.351 1.302
H -2.155 -1.112 0.868
H -1.454 -2.043 2.199
H -1.993 -0.319 2.356
H 0.800 2.178 -2.103
H 1.703 2.366 -0.941
O 1.129 2.879 -1.522
H -1.201 1.703 -0.747
H -0.582 2.532 0.293
O -1.135 1.737 0.220



In terms of stability, R leads; the second structure lies 1.410 eV higher.



## P
26
Properties=species:S:1:pos:R:3 method="wB97M-V/def2-TZVPD" homo_ev="-13.447 / -13.445" orbital_gap_ev="6.4807 / 9.2774" multiplicity=1 charge=+1
C 1.860 0.183 -0.186
C -0.627 0.471 -0.315
C 3.155 0.950 0.183
C -1.105 0.404 -1.838
C -1.623 1.525 0.362
C -0.720 -2.092 -0.342
C -0.556 -1.105 1.715
N 1.899 -1.019 -0.473
N 0.667 0.935 -0.039
N -0.818 -0.833 0.287
H 3.827 0.172 0.674
H 2.756 1.695 0.840
H 3.510 1.213 -0.727
H -1.984 -0.151 -1.704
H -0.420 0.005 -2.564
H -1.533 1.336 -2.204
H -2.601 1.181 0.177
H -1.537 2.530 -0.022
H -1.243 1.715 1.367
H -1.724 -2.327 -0.999
H 0.152 -2.181 -1.022
H -0.671 -2.840 0.379
H 0.429 -1.716 1.959
H -0.496 -0.215 2.327
H -1.345 -1.786 2.015
H 0.748 1.950 0.149



## Q
26
Properties=species:S:1:pos:R:3 method="wB97M-V/def2-TZVPD" homo_ev=-12.512 orbital_gap_ev=9.4453 multiplicity=1 smiles=C[C@@H]1[NH2+]CCN2CCN[C@@H]12 charge=+1
C -2.434 0.602 0.383
C -2.055 -0.851 0.394
C 0.062 -1.902 -0.554
C 1.376 -1.731 0.335
C 0.854 0.798 0.281
C -0.339 0.504 -0.649
C 1.533 2.145 0.021
N -1.360 1.356 -0.242
N -0.893 -0.810 -0.593
N 1.838 -0.303 0.099
H -3.442 0.689 -0.070
H -2.693 1.032 1.399
H -1.865 -1.272 1.378
H -2.963 -1.411 -0.080
H 0.539 -2.088 -1.482
H -0.345 -2.879 -0.375
H 1.282 -1.776 1.486
H 2.134 -2.542 0.035
H 0.523 0.771 1.357
H 0.018 0.661 -1.720
H 2.041 1.873 -0.844
H 2.176 2.427 0.825
H 0.797 2.893 -0.081
H -1.699 2.014 -0.944
H 2.705 -0.082 0.570
H 2.208 -0.119 -0.927



In terms of stability, Q leads; the second structure lies 3.262 eV higher.



## P
11
Properties=species:S:1:pos:R:3 method="wB97M-V/def2-TZVPD" homo_ev=-15.193 orbital_gap_ev=10.6983 multiplicity=1 smiles="O=C1C[NH2+]C1" charge=+1
C -1.240 0.255 1.093
C -0.903 -0.751 -0.229
C 0.065 0.959 0.718
N 0.411 -0.114 -0.267
O -2.110 0.359 1.876
H -0.795 -1.755 0.157
H -1.504 -0.705 -1.125
H -0.071 1.983 0.097
H 0.886 1.112 1.401
H 1.155 -0.524 0.320
H 0.598 0.384 -1.166



## Q
11
Properties=species:S:1:pos:R:3 method="wB97M-V/def2-TZVPD" homo_ev="-15.622 / -15.654" orbital_gap_ev="8.0002 / 8.0898" multiplicity=1 charge=+1
C -1.974 1.479 0.979
C 0.002 -0.311 -0.429
C 1.310 -0.937 -0.558
N -0.245 0.918 -0.577
O -1.289 1.599 -0.282
H -2.867 2.203 1.055
H -1.827 0.632 1.599
H -0.705 -1.119 -0.042
H 1.897 -0.808 0.259
H 1.911 -0.627 -1.426
H 1.111 -2.013 -0.614



In terms of stability, P leads; the second structure lies 3.629 eV higher.



## P
11
Properties=species:S:1:pos:R:3 method="wB97M-V/def2-TZVPD" homo_ev=-13.705 orbital_gap_ev=9.7611 multiplicity=1 smiles=[NH3+]CC#CO charge=+1
C -1.210 0.026 -0.115
C -2.496 0.019 -0.058
C 0.067 -0.633 -0.268
N 1.326 0.315 0.031
O -3.810 0.044 -0.048
H 0.038 -1.504 0.405
H 0.179 -1.101 -1.272
H 1.429 0.970 -0.751
H 2.228 -0.140 0.237
H 1.131 0.919 0.880
H -4.188 -0.600 0.493



## Q
11
Properties=species:S:1:pos:R:3 method="wB97M-V/def2-TZVPD" homo_ev=-14.378 orbital_gap_ev=10.0973 multiplicity=1 smiles=[NH3+][C@]12C[C@@H]1O2 charge=+1
C -1.324 -0.267 -0.712
C 0.011 -0.654 -1.296
C -0.049 -0.628 0.201
N 0.898 0.261 0.929
O 0.305 -1.795 -0.513
H -1.614 0.841 -0.797
H -2.076 -1.000 -0.700
H 0.619 0.062 -1.884
H 0.709 0.442 1.941
H 0.775 1.260 0.602
H 1.771 -0.313 0.746



In terms of stability, P leads; the second structure lies 1.714 eV higher.



## P
19
Properties=species:S:1:pos:R:3 method="wB97M-V/def2-TZVPD" homo_ev="-13.756 / -13.756" orbital_gap_ev="8.1089 / 8.1080" multiplicity=1 charge=+1
C -1.031 0.761 0.852
C 0.236 0.378 0.595
C 0.028 0.041 -3.052
C 0.117 -0.835 -1.759
C 1.049 0.200 2.334
C 0.717 0.035 -0.677
N 0.285 -0.416 3.239
F 1.956 0.387 -0.896
H -1.542 1.167 0.102
H -0.798 -0.413 -3.554
H 0.948 -0.200 -3.544
H -0.219 1.070 -2.854
H 0.699 -1.654 -1.800
H -0.929 -1.265 -1.355
H 1.114 1.211 2.453
H 1.846 -0.411 2.131
H -1.599 0.806 1.706
H -0.316 0.093 3.903
H 0.147 -1.405 3.108



## Q
19
Properties=species:S:1:pos:R:3 method="wB97M-V/def2-TZVPD" homo_ev="-12.781 / -12.350" orbital_gap_ev="8.6494 / 7.1985" multiplicity=1 charge=+1
C -0.450 1.193 1.345
C 1.476 -1.357 -0.584
C 0.926 -1.431 0.839
C 0.578 -0.320 0.064
C 0.384 1.920 -0.894
C -2.168 -0.977 -0.572
N 0.135 0.937 0.193
F -2.596 -0.009 0.190
H -0.593 2.225 1.674
H -0.465 0.370 2.125
H 2.465 -1.025 -0.577
H 1.022 -1.927 -1.358
H 0.494 -2.302 1.378
H 1.689 -1.052 1.608
H 1.315 1.639 -1.328
H 0.455 3.000 -0.637
H -0.408 1.781 -1.683
H -1.979 -1.924 -0.162
H -2.279 -0.740 -1.623



In terms of stability, P leads; the second structure lies 2.027 eV higher.



## P
22
Properties=species:S:1:pos:R:3 method="wB97M-V/def2-TZVPD" homo_ev=-14.136 orbital_gap_ev=10.1470 multiplicity=1 charge=+1
C -0.498 1.376 -0.028
C 0.714 -0.753 -0.064
C 2.597 0.863 0.389
C -2.278 -1.554 -0.463
C 1.880 0.037 -0.663
N -1.528 2.102 0.284
N 0.952 -1.908 0.429
N -0.548 0.009 0.014
N -1.786 -0.637 0.539
H 0.530 1.623 -0.357
H 3.480 1.188 -0.084
H 2.781 0.216 1.157
H 1.919 1.673 0.633
H -1.599 -2.327 -0.612
H -3.272 -1.830 -0.166
H -2.280 -1.044 -1.382
H 2.649 -0.648 -1.021
H 1.522 0.537 -1.568
H -1.568 3.038 0.220
H 0.303 -2.491 0.850
H -2.356 1.648 0.493
H -1.614 -1.118 1.401



## Q
22
Properties=species:S:1:pos:R:3 method="wB97M-V/def2-TZVPD" homo_ev=-13.259 orbital_gap_ev=8.3997 multiplicity=1 charge=+1
C -0.186 2.150 0.682
C -1.110 -1.783 1.203
C 0.134 -1.783 -1.047
C 1.383 -1.094 0.948
C 0.087 -1.577 0.392
N -0.074 1.933 -1.954
N -0.156 0.929 -1.184
N -0.283 0.929 0.050
N 0.087 3.218 0.149
H -0.628 2.114 1.654
H -1.770 -2.649 0.764
H -1.008 -1.845 2.214
H -1.825 -0.971 1.042
H 0.279 -0.719 -1.458
H -0.808 -2.235 -1.446
H 0.971 -2.291 -1.394
H 2.116 -1.213 0.068
H 1.438 -0.029 1.525
H 1.769 -1.822 1.600
H -0.295 1.782 -2.942
H -0.194 4.032 0.673
H 0.073 2.925 -1.539



In terms of stability, P leads; the second structure lies 2.707 eV higher.



## P
14
Properties=species:S:1:pos:R:3 method="wB97M-V/def2-TZVPD" homo_ev=-8.763 orbital_gap_ev=9.3054 multiplicity=1 smiles="C[C@@H]1SC=COC1=O"
C 1.985 -0.662 0.080
C 0.540 -0.146 0.388
C -1.942 -0.613 -0.185
C -2.002 0.719 0.023
C 0.241 1.212 -0.208
H 1.954 -1.002 -0.998
H 2.728 0.145 0.413
H 2.171 -1.652 0.630
H 0.543 -0.199 1.456
H -2.890 -1.300 -0.228
H -2.994 1.354 -0.058
O -0.980 1.629 0.049
O 1.058 1.906 -0.821
S -0.413 -1.390 -0.543



## Q
14
Properties=species:S:1:pos:R:3 method="wB97M-V/def2-TZVPD" homo_ev=-9.304 orbital_gap_ev=9.2774 multiplicity=1 smiles="O=CS[C@@H]1CC=CO1"
C -0.022 2.316 -0.395
C -0.823 0.123 0.713
C 0.599 -0.725 0.900
C 0.610 -1.602 -0.395
C -0.397 -1.260 -1.102
H -0.080 1.566 -1.458
H -1.464 -0.414 1.439
H 1.691 -0.101 1.034
H 0.512 -1.544 1.668
H 1.686 -1.957 -0.689
H -0.916 -1.532 -2.067
O 0.668 3.469 -0.061
O -1.189 -0.106 -0.712
S -0.874 1.769 1.125



In terms of stability, P leads; the second structure lies 3.528 eV higher.



## P
17
Properties=species:S:1:pos:R:3 method="wB97M-V/def2-TZVPD" homo_ev=-8.366 orbital_gap_ev=9.0505 multiplicity=1
C 0.693 -1.510 1.695
C -0.471 0.100 0.183
C 0.251 1.401 0.504
C -0.897 0.238 -1.290
H -0.144 -1.720 2.335
H 1.345 -2.391 1.697
H 1.307 -0.743 2.201
H 1.069 -1.210 -0.275
H -1.343 0.003 0.860
H -0.497 2.187 0.622
H 0.906 1.269 1.377
H -0.187 1.390 -2.785
H -1.802 -0.233 -2.801
N 0.284 -1.141 0.353
N 0.149 0.914 -1.954
N -1.933 -0.298 -1.806
S 1.271 1.744 -0.917



## Q
17
Properties=species:S:1:pos:R:3 method="wB97M-V/def2-TZVPD" homo_ev=-8.144 orbital_gap_ev=8.9260 multiplicity=1 smiles="NCC1=NCCSN1"
C 2.224 0.441 -0.332
C 0.690 0.523 -0.316
C -1.448 1.465 0.049
C -1.845 0.148 0.814
H 3.185 -0.145 1.440
H 3.289 -1.208 0.267
H 2.651 1.430 -0.229
H 2.483 0.032 -1.340
H -1.689 2.301 0.682
H -2.034 1.585 -0.912
H -1.280 0.065 1.766
H -2.946 0.161 0.911
H 0.923 -1.331 0.248
N 2.632 -0.540 0.687
N -0.042 1.550 -0.291
N 0.284 -0.800 -0.401
S -1.401 -1.239 -0.256



In terms of stability, Q leads; the second structure lies 0.055 eV higher.



## P
17
Properties=species:S:1:pos:R:3 method="wB97M-V/def2-TZVPD" homo_ev=-8.123 orbital_gap_ev=8.9611 multiplicity=1 smiles="C=CN/C(CN)=N/S"
C 0.067 -0.816 0.949
C 0.020 0.611 0.520
C -1.329 0.406 -1.847
C -1.057 -0.943 -2.114
H 1.655 -0.861 -0.242
H 2.055 -0.900 1.236
H -0.807 -1.375 0.466
H -0.172 -0.750 2.025
H -0.867 2.111 -0.555
H -1.905 0.879 -2.566
H -0.368 -1.417 -1.454
H -1.528 -1.605 -2.916
H 1.831 2.242 2.827
N 1.349 -1.283 0.589
N -0.730 1.054 -0.616
N 0.624 1.594 1.036
S 1.162 1.052 2.662



## Q
17
Properties=species:S:1:pos:R:3 method="wB97M-V/def2-TZVPD" homo_ev=-8.194 orbital_gap_ev=8.9707 multiplicity=1 smiles="C=C/C(=N/N)N(C)S"
C 0.060 -1.379 1.258
C 0.321 0.477 -0.311
C -0.575 1.677 -0.315
C -1.761 1.813 0.253
H 1.153 -1.457 1.401
H -0.350 -0.663 1.977
H -0.399 -2.413 1.420
H -1.376 -1.275 -2.132
H -0.103 2.549 -0.764
H -2.315 0.980 0.596
H -2.147 2.820 0.386
H 3.299 -0.084 -0.872
H 2.006 -1.232 -0.889
N -0.128 -0.883 -0.169
N 1.554 0.712 -0.488
N 2.395 -0.357 -0.524
S -1.633 -1.285 -0.827



In terms of stability, Q leads; the second structure lies 0.262 eV higher.